155
Properties=species:S:1:pos:R:3:forces:R:3:mulliken_charge:R:1 method="wB97M-V/def2-TZVPD" s2=0.757 charge=+1 homo_energy_ev="-10.569 / -10.569" gap_ha="0.2883 / 0.1094" total_energy_ha=-5463.9739 spin_multiplicity=2 lumo_energy_ev="-2.725 / -7.593"
C -1.252885 -0.331765 1.204748 1.510 0.108 -1.407 0.22
C -0.258789 0.773077 0.570415 -1.165 -1.311 1.160 -0.83
N 0.990498 0.170810 -0.114823 1.169 -0.024 -0.404 1.02
C 1.986783 1.272590 -0.518981 -0.611 0.113 0.557 -0.66
C 1.789702 -0.810857 0.816861 -1.216 0.616 0.860 1.01
C 2.114679 -0.266643 2.252301 -0.512 0.154 -1.174 -0.80
C 0.632711 -0.647309 -1.358286 -0.784 -1.019 1.084 0.13
C -0.419285 -0.070652 -2.281830 0.683 0.257 0.238 -1.26
O -0.068588 1.265434 -2.487554 -0.890 0.997 -1.357 -0.26
C -1.018603 1.964592 -3.363044 0.549 -0.603 0.019 -0.26
H -2.249315 0.015477 1.477949 0.476 0.639 0.207 0.12
H -0.769575 -0.844908 2.036136 -0.265 0.307 0.159 -0.60
H -1.479829 -1.112363 0.478614 0.125 -0.078 -0.263 -0.21
H 0.068845 1.410888 1.391359 0.373 0.012 -0.309 0.50
H -0.790321 1.404427 -0.141604 0.338 -0.176 -0.236 0.74
H 1.490806 2.100240 -1.026047 -0.215 -0.436 0.111 -0.10
H 2.745480 0.852461 -1.179259 -0.142 -0.194 0.084 0.08
H 2.451994 1.653391 0.390232 -0.065 -0.121 -0.012 0.52
H 2.677608 -1.186728 0.308494 0.021 0.633 -0.189 -0.14
H 1.102681 -1.656608 0.845381 -0.005 -0.095 0.514 -0.05
H 2.670242 -1.042266 2.779433 -0.116 0.050 -0.164 -0.74
H 1.215399 0.006984 2.804127 -0.161 -0.401 -0.038 0.33
H 2.696619 0.654846 2.235224 0.257 -0.268 -0.198 0.35
H 0.228483 -1.602848 -1.024139 -0.316 0.014 0.428 0.09
H 1.545125 -1.007677 -1.833391 0.227 0.944 -0.246 0.18
H -1.445015 -0.139731 -1.919607 -0.093 -0.120 0.486 -0.09
H -0.382365 -0.714772 -3.160366 0.014 0.176 -0.519 0.80
H -0.640018 2.972806 -3.531201 -0.052 -0.118 0.287 0.20
H -2.029905 1.986524 -2.956978 0.177 0.107 0.399 -0.14
H -1.107517 1.451741 -4.320745 0.208 -0.125 -0.050 0.32
O -1.530525 -3.612391 -0.242996 -0.271 -0.118 -1.221 -0.42
C -1.951299 -3.917574 -1.340211 -0.332 -0.572 -0.034 0.59
O -3.125598 -4.449214 -1.657852 0.934 0.410 0.581 -0.54
B -3.173540 -4.775832 -3.110975 -1.284 -1.073 1.187 1.14
O -1.917153 -4.258733 -3.639282 -0.883 -0.661 -1.811 -0.61
C -1.179341 -3.842121 -2.710562 2.210 1.238 1.734 0.50
O -0.033692 -3.436804 -2.854698 -0.129 -0.156 0.459 -0.54
O -4.362577 -4.203739 -3.682594 -0.487 -0.677 -1.354 -0.21
C -4.950602 -5.147620 -4.461568 -3.439 0.542 -3.157 0.44
O -5.918725 -4.960969 -5.257772 4.244 -0.598 3.589 -0.63
C -4.214969 -6.521195 -4.182488 -2.905 -3.646 -1.389 0.59
O -3.305963 -6.264920 -3.289936 1.288 0.855 0.203 -0.56
O -4.578722 -7.660214 -4.591684 1.623 4.624 1.339 -0.62
F 3.433643 5.428521 0.980569 0.719 0.591 1.519 -0.33
C 2.519536 5.607955 0.055622 -1.914 0.461 -2.127 0.29
C 2.491937 4.602620 -0.905457 -1.315 0.635 -0.037 -0.03
C 1.567623 4.677803 -1.971413 1.712 1.186 1.074 -0.46
C 0.753315 5.827289 -2.106579 -0.159 -1.519 0.296 -0.56
C 0.705507 6.788569 -1.095981 1.591 -0.418 1.225 -0.44
C 1.626887 6.711839 -0.013580 0.771 -1.378 -0.492 -0.50
H 3.141523 3.767968 -0.686839 0.103 -0.155 -0.470 0.35
H 1.718118 3.921014 -2.727069 -0.732 -0.008 -0.285 0.54
H 0.085057 5.754393 -2.951865 -0.257 0.683 -0.006 0.33
H 0.040628 7.633311 -0.992276 -0.232 -0.041 -0.733 0.36
H 1.691222 7.476670 0.746226 -0.186 0.069 0.039 0.51
F 0.872995 -6.450306 1.776401 0.033 -0.421 -0.563 -0.37
C 1.046261 -5.541921 2.725665 1.221 1.157 3.332 -0.36
C 1.874375 -5.765195 3.849413 0.304 0.345 -0.136 -0.36
C 2.028611 -4.768373 4.865556 -1.227 -0.396 -1.835 -0.68
C 1.309131 -3.586437 4.716436 0.944 -0.278 0.580 -0.95
C 0.552877 -3.343000 3.572799 0.915 1.716 2.756 -0.83
C 0.419220 -4.308933 2.675931 -1.043 -1.555 -3.624 0.03
H 2.477764 -6.658241 3.918674 -0.159 -0.307 -0.008 0.54
H 2.667596 -4.895942 5.726851 0.029 -0.309 -0.071 0.47
H 1.434131 -2.864075 5.509515 -0.222 0.356 -0.123 0.46
H 0.137760 -2.352662 3.457406 -0.448 -0.134 -0.144 0.94
H -0.176211 -4.098054 1.799921 -0.326 -0.084 -0.262 1.08
F -4.475379 2.394715 0.562228 -0.323 -0.946 -0.366 -0.37
C -4.588252 1.168195 -0.078715 1.694 1.739 0.445 -0.34
C -4.317226 1.124793 -1.413177 -0.711 1.716 -1.286 0.71
C -4.461159 -0.031437 -2.119601 -0.524 -0.156 0.127 -1.04
C -4.817536 -1.136025 -1.379359 0.062 -2.070 -1.553 -0.24
C -4.945706 -1.133980 -0.033149 -0.022 -0.067 1.154 -1.13
C -4.751755 0.044554 0.650662 -1.251 0.292 1.381 -0.10
H -4.270890 2.026741 -2.005408 0.511 0.377 0.319 0.28
H -4.465092 0.045677 -3.196828 0.339 -0.490 -0.107 0.41
H -5.017677 -2.099943 -1.823444 0.031 0.013 -0.578 0.59
H -5.255474 -2.038172 0.469720 0.149 -0.040 0.136 0.42
H -4.949932 0.205077 1.700125 0.153 -0.412 0.235 0.76
C -3.686939 0.557427 5.984871 0.720 -0.530 -0.625 -1.17
S -3.625627 -0.256865 4.257114 2.199 0.047 1.215 0.62
O -2.272551 -1.000031 4.128716 -2.383 1.037 0.475 -0.51
C -4.907535 -1.440424 4.630728 -0.428 -0.540 0.961 -1.18
H -3.491399 -0.206736 6.737156 -0.648 -0.352 -0.128 0.37
H -4.619370 1.108385 6.107799 -0.030 -0.282 -0.005 0.37
H -2.845840 1.224115 6.175052 0.000 0.277 -0.838 0.34
H -4.979586 -2.190187 3.842852 -0.018 0.196 0.021 0.30
H -5.863672 -0.968862 4.857747 -0.092 0.501 -0.836 0.44
H -4.759105 -1.907819 5.604181 0.776 -0.402 -0.158 0.44
C 2.335438 -4.480296 -0.323006 -0.274 0.243 -0.069 0.11
S 2.954105 -3.722653 -1.894210 1.045 -0.112 1.621 0.81
O 3.696382 -2.436441 -1.566771 -1.018 -1.859 -0.736 -0.33
C 4.181424 -4.958386 -2.545547 -0.170 0.881 -0.342 -1.02
H 1.595977 -5.241882 -0.570577 0.079 0.021 -0.276 0.60
H 1.855672 -3.732146 0.308014 -0.057 0.328 -0.406 -0.59
H 3.154722 -4.884599 0.271490 0.347 0.031 -0.414 0.23
H 3.711330 -5.823947 -3.012363 -0.397 0.131 0.339 0.43
H 4.872196 -5.224054 -1.745319 -0.214 0.082 0.072 0.28
H 4.690546 -4.401303 -3.332024 0.107 0.030 0.066 0.46
C -4.789044 -1.171241 -6.695698 -0.260 -0.108 -0.087 -0.74
S -3.482248 0.107326 -6.725275 -0.052 -0.372 0.584 0.33
O -3.216593 0.486190 -5.288977 -0.031 -0.206 -0.659 -0.40
C -2.127847 -1.039735 -7.241413 -1.130 -0.393 0.426 -0.73
H -4.627687 -1.867563 -5.872786 0.534 -0.289 -0.277 0.03
H -4.846646 -1.616750 -7.688828 0.374 -0.376 0.121 0.41
H -5.816661 -0.849652 -6.526357 0.259 0.996 0.081 0.34
H -2.499709 -1.601202 -8.098484 0.260 0.410 -0.406 0.43
H -2.061876 -1.807532 -6.470542 0.294 0.238 0.346 0.06
H -1.186048 -0.517267 -7.409142 -0.283 0.012 -0.015 0.31
C -3.046818 7.064792 -1.740351 -0.432 -0.257 -0.128 -0.80
S -3.450118 5.337888 -2.358187 0.517 0.184 -0.381 0.38
O -2.588972 4.306524 -1.671303 -0.706 0.929 -0.124 -0.31
C -5.126402 5.179620 -1.673300 0.474 0.239 0.967 -0.93
H -3.351415 7.216673 -0.704853 0.182 -0.180 0.052 0.29
H -3.550699 7.812298 -2.353068 -0.557 -0.332 -0.155 0.49
H -2.004578 7.337516 -1.906038 0.148 -0.739 0.213 0.07
H -5.505267 4.165624 -1.801240 0.191 0.100 -0.458 0.28
H -5.815582 5.936799 -2.047211 0.168 -0.085 -0.232 0.42
H -5.006247 5.305503 -0.597277 -0.099 0.089 0.132 0.25
C 0.740905 6.442661 3.969629 -0.435 1.454 0.647 -0.73
O 1.017800 5.140930 3.490875 1.063 0.618 1.168 -0.34
C 0.430714 4.540626 2.515255 -2.077 -0.462 -2.499 0.57
O 0.739797 3.429025 2.142434 -0.079 0.477 0.286 -0.31
O -0.575082 5.281253 1.936657 1.874 -0.229 2.493 -0.40
C -1.395389 4.703594 0.950446 -0.437 0.743 -0.330 -0.11
H 1.649925 6.848001 4.414016 0.130 -0.381 -0.159 0.31
H -0.013302 6.476334 4.755840 -0.053 -0.706 0.101 0.31
H 0.371676 7.199776 3.277857 0.212 -0.573 -0.748 0.29
H -2.307690 5.288234 1.068746 -0.177 -0.181 -0.364 0.10
H -1.648378 3.660702 1.141460 0.425 -0.011 -0.316 0.22
H -0.928591 4.976145 0.003917 -0.348 -0.843 -0.202 0.05
C 6.305540 3.458432 1.144046 -0.844 3.549 0.404 -0.72
O 6.743717 2.257887 0.683528 -0.377 -4.199 0.285 -0.38
C 5.929423 1.192329 0.913996 -1.663 -0.368 -0.241 0.70
O 4.919647 1.157231 1.621494 2.150 0.351 -1.210 -0.44
O 6.305446 0.163806 0.116749 4.075 3.653 0.309 -0.48
C 5.575079 -0.952255 -0.010048 -2.479 -1.360 1.075 0.19
H 5.622844 3.879175 0.405801 0.227 0.345 -0.290 0.26
H 7.186400 4.087413 1.272781 -0.082 0.055 -0.323 0.39
H 5.730231 3.601974 2.058655 0.159 -1.275 0.404 0.31
H 4.729501 -0.575773 -0.585689 -0.694 -1.121 0.180 0.04
H 5.363707 -1.316608 0.995275 -1.029 -0.059 -0.055 -0.08
H 6.025737 -1.834272 -0.465061 0.801 0.749 -0.604 0.29
C 5.566087 -5.351870 2.198285 0.863 -0.887 -0.115 -0.57
O 5.901099 -4.333626 3.146931 0.797 -1.854 -0.167 -0.41
C 5.220679 -3.264610 3.104173 -2.292 4.373 0.423 0.57
O 4.274346 -3.024613 2.347143 1.298 -0.371 0.871 0.14
O 5.711908 -2.370744 4.050235 -0.904 -1.671 -0.835 -0.47
C 5.085471 -1.082140 4.168147 0.339 0.518 -0.324 -0.37
H 5.773506 -5.081671 1.162872 0.250 0.529 0.100 0.25
H 4.546242 -5.736597 2.197700 -0.093 0.355 0.738 0.17
H 6.280124 -6.120328 2.494436 -0.350 -0.274 -0.307 0.28
H 5.465147 -0.583324 5.059844 0.417 -0.430 -0.031 0.39
H 4.003320 -1.057728 4.296363 0.051 -0.633 -0.344 0.15
H 5.400335 -0.503324 3.299859 -0.430 0.168 0.082 0.06